Entry from the OMol25 dataset: a cluster of 9 separate species, H16IO8 in total in a non-equilibrium geometry (ωB97M-V/def2-TZVPD).

Element x y z (Å)
I1 0.08492 0.00160 0.49984
O1 2.67092 0.74860 -1.75916
H1 1.83692 0.98860 -2.20516
H2 2.43992 0.44560 -0.89516
O2 2.52692 -1.72840 2.45484
H3 3.10092 -1.81240 1.70184
H4 1.82892 -1.17040 2.13184
O3 -0.36208 -2.63440 3.26284
H5 -0.14208 -1.80940 2.80084
H6 -1.29808 -2.65440 3.07784
O4 -0.10708 -2.45540 -2.31616
H7 0.78292 -2.44940 -2.73116
H8 0.10092 -2.15140 -1.44916
O5 -3.19308 1.33060 0.14384
H9 -3.38208 0.38660 0.20884
H10 -2.23708 1.40860 0.01484
O6 1.10892 3.28560 -0.85616
H11 0.73892 2.42660 -0.76616
H12 0.76092 3.66560 -1.69116
O7 0.27992 0.93360 -3.16916
H13 -0.12008 0.40460 -3.85116
H14 -0.17108 0.57860 -2.36316
O8 -2.57108 0.55760 2.90084
H15 -2.60508 1.50160 2.70184
H16 -2.07308 0.20160 2.15284

The electronic energy is -909.3350 hartree. As for the net charge: -1. For the LUMO energy, the calculation gives 2.9 eV. The calculation puts the highest occupied orbital energy at -5.9 eV. For the HOMO-LUMO gap, the calculation gives 8.822 eV. Its spin multiplicity is 1.

---

Entry from the OMol25 dataset: a cluster of 9 separate species, H16IO8 in total in a non-equilibrium geometry (ωB97M-V/def2-TZVPD).

Element x y z (Å)
I1 0.06120 0.19392 -0.64020
O1 -1.09580 -1.68908 1.97480
H1 -0.44280 -1.33808 2.53080
H2 -0.70180 -1.28508 1.17480
O2 1.88320 -2.68308 -1.84120
H3 2.39120 -2.85508 -1.04120
H4 1.88120 -1.72208 -1.88820
O3 2.41020 -1.80708 1.24880
H5 2.03620 -1.29908 0.58480
H6 2.13020 -1.26508 1.98280
O4 -2.71980 -2.26908 -0.58320
H7 -2.01980 -1.67408 -0.92720
H8 -2.58580 -2.33508 0.39080
O5 3.25920 1.29892 0.57980
H9 3.95520 0.68092 0.52780
H10 2.59020 0.94192 0.00780
O6 -0.42180 3.38592 -2.35520
H11 -0.03380 3.87692 -1.63720
H12 -0.53980 2.51992 -1.98020
O7 -0.99080 1.95892 2.13780
H13 -1.08680 2.87292 2.23680
H14 -0.75280 1.92292 1.12580
O8 -3.34280 1.08992 -0.96420
H15 -2.35680 0.97392 -0.91120
H16 -3.50680 0.50492 -1.73420

The electronic energy is -909.3195 hartree. As for the net charge: -1. For the LUMO energy, the calculation gives 2.9 eV. The calculation puts the highest occupied orbital energy at -6.1 eV. For the HOMO-LUMO gap, the calculation gives 9.014 eV. Its spin multiplicity is 1.

---

Energy relative to the best compared isomer or geometry (same formula, charge and spin) / kcal per mole: 12.1 21.8